1.
Density functional theory data (ωB97M-V/def2-TZVPD) for a structure of composition C20H37Br12F3N4O6.

Values from the calculation:
Highest occupied orbital energy, eV: -8.9
Gap between HOMO and LUMO, Eh: 0.30335

Last column: Mulliken charge in e.
Cartesian coordinates (Å):
C1 11.39 19.50 8.71  -1.030
C2 10.89 18.23 9.43  0.816
O1 9.81 17.80 9.06  -0.816
N1 11.64 17.71 10.40  -0.065
C3 11.32 16.66 11.37  -0.972
H1 12.15 20.09 9.23  0.402
H2 10.57 20.20 8.56  0.348
H3 11.82 19.18 7.77  0.081
H4 12.50 18.19 10.59  0.213
H5 10.25 16.46 11.26  0.330
H6 11.61 17.13 12.31  0.404
H7 11.89 15.73 11.25  0.263
C4 12.06 16.56 6.42  1.243
C5 10.73 16.60 5.70  0.319
O2 10.65 16.29 4.54  -0.699
N2 9.63 16.93 6.37  0.052
C6 8.29 16.90 5.88  -1.073
H8 11.81 16.50 7.48  -1.051
H9 12.69 17.44 6.28  -0.440
H10 12.71 15.71 6.24  0.408
H11 9.71 17.17 7.34  0.299
H12 8.27 17.34 4.88  0.347
H13 7.61 17.45 6.52  0.350
H14 7.86 15.91 5.74  0.303
C7 11.68 13.80 8.92  -0.039
C8 10.98 13.00 9.95  0.536
O3 10.51 13.55 10.86  -0.587
N3 10.89 11.70 9.72  -0.114
C9 10.11 10.80 10.49  -0.932
H15 11.48 14.86 9.05  -0.421
H16 11.15 13.60 7.99  0.445
H17 12.76 13.69 8.93  -0.054
H18 11.58 11.33 9.07  0.237
H19 9.46 10.11 9.94  0.313
H20 9.47 11.35 11.19  0.310
H21 10.79 10.26 11.15  0.290
C10 19.60 16.22 9.60  -0.749
C11 19.24 14.87 10.26  0.743
O4 18.09 14.64 10.63  -0.499
N4 20.12 13.89 10.39  -0.204
C12 21.50 13.77 9.95  -0.854
H22 19.50 16.06 8.53  0.026
H23 20.56 16.54 9.99  0.499
H24 18.95 17.03 9.94  0.088
H25 19.80 13.04 10.85  0.286
H26 22.09 13.63 10.86  0.313
H27 21.85 14.58 9.31  0.247
H28 21.57 12.79 9.49  0.305
C13 14.90 16.17 9.20  0.114
C14 16.20 15.83 8.37  -0.154
O5 15.87 15.66 7.00  0.046
C15 16.85 15.65 6.13  0.214
O6 18.06 15.67 6.45  -0.494
C16 16.32 15.47 4.64  0.835
F1 15.03 15.71 4.56  -0.120
F2 16.97 16.33 3.89  -0.216
F3 16.56 14.19 4.30  -0.263
H29 14.37 17.06 8.85  -0.036
H30 15.16 16.42 10.22  -0.066
H31 14.19 15.36 9.06  -0.415
H32 16.58 14.85 8.65  0.098
H33 17.00 16.55 8.55  0.376
C17 21.03 14.95 5.27  0.248
Br1 21.81 13.23 4.66  -0.048
Br2 20.38 15.98 3.75  -0.037
Br3 22.09 15.97 6.62  -0.062
H34 20.17 14.63 5.85  -0.118
C18 14.47 11.14 10.08  0.003
Br4 14.04 10.87 12.01  -0.022
Br5 14.98 9.40 9.25  -0.032
Br6 16.00 12.30 9.87  0.125
H35 13.69 11.62 9.49  -0.120
C19 15.53 19.60 5.24  -0.467
Br7 13.93 18.82 4.32  0.002
Br8 15.53 18.92 7.12  0.005
Br9 15.33 21.56 5.21  -0.054
H36 16.45 19.30 4.73  0.497
C20 17.13 18.17 13.04  -0.265
Br10 16.56 19.11 14.72  -0.067
Br11 16.38 16.37 12.68  0.010
Br12 19.08 18.12 12.91  -0.052
H37 16.78 18.73 12.17  0.320

---

2.
Density functional theory data (ωB97M-V/def2-TZVPD) for a structure of composition C2H5F2N3.

Values from the calculation:
Highest occupied orbital energy, eV: -21.3
Gap between HOMO and LUMO, Eh: 0.36925
Net charge: +2

Last column: natural (NBO) charge in e.
Cartesian coordinates (Å):
C1 -0.54 1.01 -1.27  1.059
C2 0.48 -0.45 0.81  0.864
N1 -0.79 0.07 -2.04  -0.665
N2 1.07 -0.86 1.86  -0.703
N3 -0.17 0.61 0.64  -0.559
F1 -0.44 2.27 -1.27  -0.134
F2 0.27 -1.39 -0.17  -0.291
H1 -0.88 -0.84 -1.64  0.508
H2 -1.24 0.37 -2.94  0.521
H3 1.49 -0.26 2.54  0.465
H4 1.07 -1.82 2.21  0.486
H5 -0.32 1.29 1.27  0.448

---

3.
Density functional theory data (ωB97M-V/def2-TZVPD) for an isolated molecule of C16H23NO4.

Values from the calculation:
SMILES: CCCCCOc1ccc(NC(=O)CCCC(=O)O)cc1
Highest occupied orbital energy, eV: -8.0
Gap between HOMO and LUMO, Eh: 0.32039

Last column: natural (NBO) charge in e.
Cartesian coordinates (Å):
C1 -7.11 -1.91 0.26  -0.600
C2 -6.23 -1.08 -0.67  -0.387
C3 -5.45 -0.01 0.08  -0.396
C4 -4.57 0.82 -0.85  -0.423
C5 -3.75 1.85 -0.07  -0.059
O1 -2.86 1.26 0.85  -0.496
C6 -1.70 0.69 0.41  0.289
C7 -0.93 0.06 1.38  -0.240
C8 0.27 -0.54 1.07  -0.206
C9 0.73 -0.51 -0.24  0.107
N1 1.95 -1.10 -0.63  -0.587
C10 2.98 -1.48 0.14  0.692
O2 2.99 -1.45 1.36  -0.667
C11 4.22 -1.90 -0.64  -0.495
C12 4.98 -0.64 -1.08  -0.381
C13 5.08 0.39 0.06  -0.535
C14 3.83 1.27 0.09  0.793
O3 3.50 1.93 -0.85  -0.590
O4 3.13 1.29 1.23  -0.682
C15 -0.03 0.11 -1.22  -0.216
C16 -1.24 0.71 -0.91  -0.252
H1 -7.65 -2.67 -0.29  0.207
H2 -6.50 -2.40 1.02  0.202
H3 -7.83 -1.27 0.77  0.200
H4 -6.85 -0.61 -1.43  0.191
H5 -5.53 -1.75 -1.19  0.194
H6 -4.82 -0.48 0.83  0.207
H7 -6.15 0.65 0.60  0.192
H8 -5.19 1.36 -1.57  0.206
H9 -3.90 0.16 -1.40  0.205
H10 -3.22 2.52 -0.75  0.174
H11 -4.42 2.46 0.55  0.193
H12 -1.30 0.05 2.40  0.225
H13 0.85 -1.02 1.84  0.247
H14 2.11 -1.08 -1.63  0.402
H15 4.85 -2.49 0.02  0.233
H16 3.95 -2.50 -1.51  0.219
H17 5.98 -0.93 -1.40  0.217
H18 4.48 -0.16 -1.93  0.220
H19 5.92 1.06 -0.13  0.247
H20 5.24 -0.11 1.01  0.220
H21 3.28 0.51 1.79  0.514
H22 0.32 0.14 -2.24  0.206
H23 -1.79 1.19 -1.69  0.212

---

Which of these has the highest highest occupied orbital energy? C16H23NO4

---

Look up the highest occupied orbital energy of the first one. -8.9 eV

---

What is the formula in the first record? C20H37Br12F3N4O6